<A>
A cluster of 16 separate species, C64H112N16 in total, computed with ωB97M-V/def2-TZVPD.

XYZ file:
```
192
Properties=species:S:1:pos:R:3:mulliken_charge:R:1
C 3.361 -0.795 3.622 -0.0107
C 8.902 -0.972 1.552 -0.2791
H 1.252 4.738 2.202 0.0828
H -5.021 -3.246 2.368 0.4503
C 0.854 5.752 2.208 -0.7276
H -3.881 0.524 3.242 0.3303
H -7.900 0.683 0.485 0.2775
H 0.698 -0.572 -1.772 0.2120
H 0.612 -0.901 1.397 -0.3586
N 5.717 6.045 -2.881 -0.5119
C 4.073 3.056 1.087 -0.0658
H -1.488 -5.473 7.110 0.3115
C 10.438 0.201 -4.096 -0.3532
H 8.101 0.941 -3.256 0.2702
C -0.901 -3.211 -6.598 -0.5867
H 6.941 3.645 0.249 0.1822
C -1.159 -0.813 0.385 -0.3732
N -3.590 -7.587 1.665 -0.5338
C -3.224 -0.293 3.539 0.9101
H -0.910 -2.850 -7.627 0.3511
H 0.323 -2.183 0.226 0.2299
H -0.679 -6.550 1.142 0.3510
C 3.647 3.102 -3.491 -1.3479
H -0.110 -3.946 -6.454 0.2834
H 0.311 -1.679 -5.659 0.4350
C -7.269 -1.327 2.628 0.2768
C -1.882 0.278 3.274 -0.3464
H -5.292 -1.204 5.149 0.2194
C -1.078 2.382 -5.813 -1.0737
H -5.111 0.420 5.594 0.4447
C -3.210 3.631 -6.148 -0.5890
H -3.675 -1.057 2.907 -0.5179
H 4.184 2.494 0.160 -0.3360
C 5.003 2.680 -2.977 0.9193
C -7.634 1.188 -0.443 -1.0411
N 2.447 9.539 3.164 -0.4889
H -2.547 -3.874 8.850 0.3817
N 5.952 6.548 1.199 -0.5130
C -0.455 3.570 -0.624 -0.0480
H -2.763 0.228 5.490 0.3129
H -4.205 -3.125 -3.891 0.3376
C -6.566 -3.214 0.950 -0.2559
N 0.411 4.294 -1.070 -0.6385
C 6.253 5.418 1.236 0.1323
C 1.525 6.682 1.181 -0.4244
C -0.642 -2.201 -5.568 -0.3934
H 3.635 4.030 0.867 0.1591
C 2.839 7.402 1.628 -0.1997
C 7.514 -0.361 1.810 -0.5246
C 2.523 -0.772 -0.646 -0.9863
H 2.365 -1.179 5.361 0.2678
H 2.918 -0.928 0.358 0.1735
C -6.808 0.163 -1.318 -0.2208
H 1.369 -0.960 3.994 0.0471
C 7.957 0.572 -4.272 -1.1117
H 3.066 2.204 -3.282 0.2679
H -5.916 1.540 -2.807 -0.0738
N 10.761 2.563 -5.132 -0.4639
H -1.421 1.545 -6.421 0.3605
H -3.094 -3.344 -6.660 0.2782
H 2.133 0.370 7.158 0.3715
C -5.798 -5.972 -2.631 -0.7790
H -0.181 5.605 1.900 0.1434
H 5.892 2.180 2.249 -0.0039
C 6.071 3.517 -3.627 -0.2893
H 0.765 0.697 -0.501 -0.0445
C 1.491 1.001 6.544 -1.3929
C -5.141 -2.959 1.323 -0.1917
C 10.580 1.504 -4.648 0.2440
H 8.793 -1.941 1.066 0.3126
H 0.819 6.167 3.215 0.4117
H 5.122 1.635 -3.263 0.1263
H -1.369 4.077 -7.169 0.3163
H -2.326 -3.691 -0.623 0.0923
H -5.847 -0.192 -0.945 0.1361
N -0.876 0.773 3.109 -0.2985
C -3.886 3.893 -0.634 -1.1572
H -7.021 2.066 -0.243 0.1451
H -1.030 2.235 -4.734 0.2947
H -4.592 -0.725 6.730 0.3627
H 6.942 0.176 -4.220 0.4139
H -4.823 -4.151 8.159 0.3184
C -4.071 -4.543 7.474 -1.1181
H 1.424 1.658 4.470 0.3055
H 9.030 -1.789 3.525 0.3188
C 2.206 -0.502 4.522 -0.0555
H 7.038 3.224 -3.218 0.1873
H -4.293 -4.519 6.407 0.2793
C 2.594 8.592 2.496 0.1326
C -4.704 -4.838 -2.579 0.6578
C -1.657 -4.524 -0.409 -1.0555
H -0.606 -4.408 -0.674 0.4905
H -6.074 -0.294 -3.264 0.1338
C -0.857 -2.573 -4.207 0.3686
H 2.885 1.558 5.142 0.4260
C -7.719 0.908 -3.546 0.1574
C 5.434 3.090 1.863 -0.5850
H 8.064 1.362 -5.015 0.3592
C -1.470 -4.388 7.000 -0.4810
C -3.861 3.562 -4.855 0.2882
H 1.631 6.053 0.298 0.1884
H 5.111 2.736 -1.893 -0.5420
H -5.709 -6.544 -3.554 0.4059
H -3.684 4.437 -6.708 0.3728
H 1.571 2.015 6.934 0.3925
H 3.403 7.752 0.763 0.3956
N -8.735 1.172 -4.084 -0.5240
H -0.771 -4.108 1.634 0.2677
H 6.077 3.367 -4.706 0.4350
N -8.304 -5.270 -2.412 -0.4793
H -6.671 -4.297 0.884 0.4817
C -1.474 -6.048 1.694 -0.7973
H 7.470 0.288 2.685 0.3900
C 1.978 0.956 5.092 -0.2235
N -1.525 -3.715 4.480 -0.4001
C -1.501 -4.073 5.599 0.2553
N -7.021 -0.265 3.025 -0.5296
N -2.321 -0.685 0.459 -0.2133
H 7.552 3.827 1.819 0.4230
H -0.551 -3.914 7.343 0.3002
H -2.349 -4.948 -6.750 0.3975
H -4.737 -4.277 -1.645 -0.3840
C -2.842 3.271 0.421 -0.3412
H -8.566 1.411 -0.963 0.3986
C 0.260 -1.107 0.386 0.5399
H 9.796 -0.180 3.390 0.3449
N -4.352 3.579 -3.793 -0.4872
C -1.559 2.748 -0.157 1.1902
H -1.065 2.098 0.565 -0.4225
H -2.303 -4.218 -5.238 0.1675
C -1.561 -4.667 1.133 0.6163
H -4.876 -1.902 1.295 0.0011
H -7.342 -0.787 -1.294 0.2834
H -1.936 2.259 -1.055 0.2258
H 9.429 -0.235 0.946 0.3128
H -3.389 2.532 1.006 0.0204
H 10.653 0.227 -3.027 0.2356
H 2.817 -1.646 -1.226 0.3808
H -6.818 -2.729 0.007 -0.0147
H 3.337 2.635 1.771 0.1919
H -2.689 -2.757 7.639 0.2248
H -3.498 2.703 -6.642 0.2729
C 6.841 0.372 0.724 0.2234
N 6.358 0.959 -0.156 -0.3842
H 11.253 -0.379 -4.528 0.3237
H 9.125 -0.656 -5.513 0.3391
H -4.509 -3.586 0.693 -0.2983
C 9.634 -1.137 2.893 -1.2767
C -2.633 -6.903 1.711 0.1912
C -7.184 -5.534 -2.519 0.2899
C -5.080 -3.731 -3.656 -1.4201
H 0.503 0.549 6.630 0.2243
H -5.890 -3.068 -3.351 0.3579
H -2.819 -1.607 5.295 -0.4104
H 9.081 -1.318 -3.824 0.2846
N 4.146 -1.049 2.891 -0.3663
H 0.718 7.358 0.896 0.4491
C 5.800 4.916 -3.210 0.0568
C -1.670 3.744 -6.176 -0.5071
H -1.457 4.612 -5.553 0.3638
H 6.913 -1.244 2.026 0.2569
H 3.438 6.604 2.067 0.0392
H -8.584 -2.735 1.845 0.4427
H -1.201 -6.067 2.749 0.3040
H -5.534 -4.105 -4.573 0.3997
C 9.117 -0.425 -4.448 -0.5404
H -1.294 -1.357 -5.794 0.0786
H -1.989 -5.427 -0.922 0.5024
H 3.669 3.164 -4.579 0.3519
H -4.855 4.117 -0.188 0.4340
H -3.648 -5.027 -2.771 0.1230
H -5.535 -6.783 -1.952 0.4613
H -2.477 -4.220 1.519 -0.3596
N -0.996 -2.856 -3.105 -0.3803
C -6.487 0.612 -2.820 0.2851
H -4.052 3.138 -1.402 0.1468
C 6.636 3.968 1.245 -0.2505
C -2.272 -3.960 -6.296 -0.9738
H -0.033 2.479 -6.108 0.3596
H 10.623 -1.539 2.678 0.3949
C -4.595 -0.538 5.656 -1.4857
H 3.115 -0.017 -1.164 0.1634
H -2.630 4.077 1.124 0.3541
C -3.261 -0.640 5.057 0.4403
H -3.465 4.700 -1.234 0.3026
H -3.978 -5.626 7.551 0.3814
C -2.741 -3.837 7.778 -0.3739
C -7.521 -2.719 2.085 -0.7838
H -7.408 -3.375 2.948 0.3959
H 5.275 3.565 2.831 0.5409
C 1.036 -0.325 -0.765 0.2265
H 2.976 3.880 -3.126 0.3658
```

Charge = 0
Gap between HOMO and LUMO = 0.3891 Ha
E_HOMO = -0.3896 hartree
E_LUMO = 0.0 eV
M = 1105.712 g mol⁻¹

=====

<B>
A cluster of 16 separate species, C64H112N16 in total, computed with ωB97M-V/def2-TZVPD.

XYZ file:
```
192
Properties=species:S:1:pos:R:3:mulliken_charge:R:1
C -20.563 22.844 14.497 0.2650
H -16.280 26.820 10.956 0.2538
H -22.012 29.169 8.663 0.1476
C -26.767 16.325 11.335 0.3006
H -20.808 28.435 4.673 0.3352
C -19.126 19.236 7.189 0.0741
H -26.121 27.953 2.752 0.0945
C -19.558 17.053 14.681 0.4414
C -27.355 22.687 13.211 -0.0095
H -18.758 25.739 9.372 0.3586
C -25.309 29.421 16.486 -0.4272
C -24.683 23.595 8.235 -0.4091
C -20.141 25.355 6.997 -0.0508
H -23.433 20.946 14.827 0.2142
H -30.192 22.545 13.272 0.3462
H -30.182 23.173 8.238 0.3986
H -25.679 18.521 12.435 0.1884
H -28.477 24.202 14.335 0.3453
N -13.909 27.245 12.874 -0.4277
H -26.896 18.916 13.573 0.2337
C -23.760 20.430 5.899 0.4372
H -25.969 19.299 8.256 0.1137
C -27.806 26.862 2.407 -0.2545
C -26.755 18.457 12.595 -0.0042
C -29.649 22.423 14.209 -0.5129
H -21.269 28.104 2.377 0.3523
N -22.529 20.810 18.146 -0.4848
C -28.597 22.106 7.852 0.2852
H -24.222 29.690 9.977 0.3100
C -28.294 23.130 14.261 -0.5761
H -20.618 19.954 9.653 0.0558
H -25.651 28.686 0.375 0.3590
H -17.224 25.612 13.597 0.2494
C -19.889 21.511 14.638 -1.2279
H -23.213 29.740 17.073 0.2981
H -27.630 18.546 10.582 0.3720
C -24.185 29.701 17.565 -0.4327
H -23.533 18.515 5.246 0.3880
N -26.547 15.832 10.290 -0.4800
H -15.813 23.667 11.690 0.2909
H -17.957 25.084 12.090 0.0546
C -20.671 23.638 15.774 -0.5487
C -28.206 26.836 3.857 0.1694
H -26.786 19.916 11.206 -0.1552
H -20.031 18.726 12.566 0.1689
N -26.714 22.402 12.323 -0.0588
H -24.965 22.385 10.642 -0.3639
H -25.683 21.874 3.988 0.0268
C -29.561 20.993 14.693 -0.7614
H -23.526 28.814 19.476 0.3346
H -23.601 27.328 4.179 -0.2551
N -24.630 25.236 2.235 -0.5912
H -24.312 23.610 5.053 0.2226
H -18.516 18.958 14.700 0.2378
H -28.271 24.249 6.198 -0.1806
C -26.337 27.881 0.638 -1.3973
H -22.767 29.071 2.415 0.2627
C -22.988 31.823 8.442 0.2368
C -24.953 28.240 15.679 0.1925
C -18.986 18.416 12.587 -1.2779
H -22.027 17.502 8.746 0.2914
C -21.225 18.048 9.243 -1.4432
C -27.516 19.154 11.479 -0.6326
C -18.062 23.717 8.807 -0.9739
H -26.757 23.201 2.335 0.4485
H -22.219 19.870 8.837 0.0213
C -24.152 28.634 18.602 -1.0201
C -29.274 24.212 6.622 0.3633
H -22.249 29.374 4.859 0.3100
H -23.902 27.686 18.125 0.2870
H -29.933 22.698 5.170 0.2943
H -31.276 23.294 6.292 0.4359
C -16.346 26.698 12.037 -0.2927
N -21.785 22.504 10.379 -0.4507
C -18.568 18.069 14.071 -0.4152
C -22.773 26.972 6.141 -0.1022
H -24.355 25.206 9.541 0.3104
N -20.065 25.828 5.923 -0.6092
N -22.936 26.770 7.230 -0.2768
C -17.021 25.407 12.545 0.0979
H -21.143 30.022 9.869 0.3876
N -28.099 21.014 7.819 -0.5507
H -25.157 24.240 7.495 0.0691
H -21.110 19.744 6.631 -0.0714
H -17.220 23.458 9.449 0.1962
H -27.759 22.944 15.192 0.2884
H -27.165 27.859 -0.070 0.4057
H -24.550 19.513 4.280 0.4235
N -20.094 15.000 13.156 -0.4531
H -23.678 23.476 7.830 0.1789
H -20.708 23.796 8.188 -0.5496
H -21.370 17.779 10.289 0.3289
H -28.721 26.879 1.814 0.4839
C -25.394 18.632 7.614 -0.3649
C -29.172 23.411 7.907 -0.6971
H -26.258 29.137 16.943 0.2639
H -27.968 22.146 3.142 0.3892
H -18.330 19.128 12.085 0.4095
C -16.036 24.135 12.649 -1.2526
H -26.628 22.630 5.263 -0.0624
H -17.601 17.569 14.122 0.3732
C -26.157 22.806 4.296 0.3847
H -25.200 28.575 18.894 0.2639
H -20.304 20.964 15.486 0.2642
N -22.664 32.060 7.347 -0.4432
H -18.816 21.656 14.764 0.4757
H -25.729 17.651 7.950 0.3564
H -19.920 20.831 13.786 0.2050
H -27.807 23.849 3.609 0.0055
H -28.870 20.538 13.983 -0.0197
H -18.902 17.452 12.085 0.5872
H -25.669 17.646 5.828 0.3729
C -25.600 18.694 6.120 -0.5093
H -21.384 23.148 16.437 0.2338
C -22.983 18.985 16.399 0.0310
H -27.411 25.872 2.178 0.0176
H -21.258 29.872 2.868 0.3894
H -23.640 19.723 13.624 0.2717
C -24.330 19.254 5.316 -0.8347
H -25.622 30.241 15.840 0.3217
H -18.677 22.839 8.610 0.0694
H -25.857 24.404 9.700 0.3195
H -24.532 23.641 11.664 0.5047
H -26.378 16.512 13.402 0.3115
H -24.373 18.790 7.964 -0.1439
H -16.912 27.538 12.439 0.3175
C -22.745 19.999 17.391 0.1710
H -15.023 24.311 13.011 0.3974
H -28.462 19.672 11.638 0.2271
H -20.485 20.961 7.551 -0.1258
H -26.507 19.235 5.851 0.2771
H -24.276 30.704 17.980 0.3251
H -28.537 23.776 8.715 0.3053
H -19.279 24.357 10.328 -0.1795
H -16.281 23.350 13.364 0.2612
H -28.065 16.860 13.006 0.3495
C -23.368 31.572 9.859 -0.4504
H -25.781 26.967 0.429 0.3179
H -30.272 22.896 14.969 0.3497
C -24.797 24.210 9.537 -0.7819
N -28.506 26.856 4.974 -0.4922
C -19.858 15.902 13.813 0.1384
C -19.423 24.034 16.486 0.1344
H -21.664 28.363 10.139 0.3267
N -23.289 21.393 6.375 -0.4542
H -22.057 18.762 15.869 -0.4164
H -17.762 23.774 7.760 0.3843
H -27.468 28.981 1.982 0.3699
C -21.790 28.921 2.876 -1.3444
H -30.601 20.673 14.627 0.3205
C -21.196 19.492 8.853 0.5434
H -22.209 26.380 4.173 0.3592
H -21.571 22.617 14.152 0.0415
H -23.039 30.154 11.347 0.2178
C -24.852 24.635 3.238 -0.3279
H -25.253 22.669 8.159 0.2397
C -24.356 23.289 10.647 0.2514
H -20.269 17.588 8.994 0.3527
C -22.625 27.262 4.659 0.3313
C -19.103 24.706 9.311 0.2440
H -25.655 24.707 4.991 0.0192
H -21.110 25.289 8.921 0.2778
C -21.841 28.510 4.334 -0.3405
C -30.367 23.523 5.736 -1.3195
H -25.152 19.169 16.095 0.3810
C -27.039 16.936 12.646 -0.7324
C -20.480 19.871 7.512 0.3884
H -20.125 23.450 13.704 0.1374
H -30.656 24.166 4.905 0.3451
H -19.130 16.686 15.614 0.4358
H -21.098 24.639 15.698 0.4089
C -20.299 24.785 8.395 0.7647
N -24.675 27.368 14.959 -0.4012
C -22.924 22.839 10.471 0.1078
H -20.495 17.523 14.979 -0.5729
H -29.486 25.248 6.886 0.3497
H -22.680 32.145 10.481 0.2693
C -24.251 19.064 15.491 -0.3709
C -25.192 23.872 4.466 0.7120
N -18.455 24.327 17.018 -0.4806
C -14.985 26.998 12.549 0.0834
H -24.427 18.104 15.005 0.2560
C -24.133 20.186 14.479 -0.4684
H -24.388 31.941 9.966 0.3141
C -26.941 28.029 2.037 -0.0747
C -23.257 30.095 10.281 -0.2787
N -18.049 18.825 7.033 -0.4838
C -27.263 22.967 3.272 -1.2300
H -25.077 20.671 14.229 -0.0931
C -21.975 29.328 9.741 -1.0457
H -29.267 20.840 15.732 0.3529
H -23.099 18.049 16.946 0.5048
```

Charge = 0
Gap between HOMO and LUMO = 0.4023 Ha
E_HOMO = -0.4043 hartree
E_LUMO = -0.1 eV
M = 1105.712 g mol⁻¹

=====

Which of them is the most stable? Correct choice: <B>.

=====

<A>
The ion CH2NO2 with charge -1, computed with ωB97M-V/def2-TZVPD.

XYZ file:
```
6
Properties=species:S:1:pos:R:3:mulliken_charge:R:1
O 0.978 0.732 0.566 -0.7275
N -0.909 0.705 -0.803 -0.7897
H 0.566 -1.377 0.903 0.2694
C 0.029 0.218 -0.026 0.6220
H -1.461 -0.155 -1.087 0.2181
O -0.092 -1.321 0.179 -0.5924
```

Charge = -1
Gap between HOMO and LUMO = 0.2936 Ha
E_HOMO = -0.1272 hartree
SMILES = [H]/N=C(/[O-])O
E_LUMO = 4.5 eV
M = 60.032 g mol⁻¹

=====

<B>
A cluster of 2 separate species, CH2NO2 in total, computed with ωB97M-V/def2-TZVPD.

XYZ file:
```
6
Properties=species:S:1:pos:R:3:mulliken_charge:R:1
N 1.683 0.142 0.073 -0.6207
H 1.007 0.042 0.852 0.3506
O -0.973 -0.325 -0.143 -1.0487
H -1.311 -1.194 -0.370 0.1473
O 0.979 0.931 -1.980 -0.4555
C 1.079 0.535 -0.894 0.6269
```

Charge = -1
Gap between HOMO and LUMO = 0.2757 Ha
E_HOMO = -0.1111 hartree
E_LUMO = 4.5 eV
M = 60.032 g mol⁻¹

=====

Which of them is the most stable? Correct choice: <A>.

=====

<A>
The molecule C4H2N2O, computed with ωB97M-V/def2-TZVPD.

XYZ file:
```
9
Properties=species:S:1:pos:R:3:mulliken_charge:R:1
H 2.205 2.139 -1.014 0.3998
C -1.799 -1.431 0.955 -0.3493
N 2.999 0.512 -0.121 -0.0786
C -1.062 -0.700 0.299 -0.2680
H -2.764 -1.655 1.297 0.3549
N 0.709 0.905 -0.594 -0.2269
O 2.973 -0.591 0.462 -0.4484
C 2.025 1.212 -0.667 -0.1535
C -0.088 0.091 -0.190 0.7701
```

Charge = 0
Gap between HOMO and LUMO (spin up / spin down) = 0.2330 / 0.2329 Ha
E_HOMO (spin up / spin down) = -0.2963 / -0.2963 hartree
E_LUMO (spin up / spin down) = -1.7 / -1.7 eV
M = 94.073 g mol⁻¹

=====

<B>
The molecule C4H2N2O, computed with ωB97M-V/def2-TZVPD.

XYZ file:
```
9
Properties=species:S:1:pos:R:3:mulliken_charge:R:1
N -0.928 -1.321 -0.027 -0.1618
C 1.314 -0.476 -0.119 -0.3543
O -2.119 0.381 0.119 -0.0688
C 2.475 -0.131 0.106 -0.1986
C -0.147 -0.280 -0.170 0.1191
H 3.469 0.000 0.388 0.4162
H -1.055 1.982 -0.317 0.3069
N -2.106 -0.987 0.051 -0.2250
C -0.903 0.834 -0.031 0.1663
```

Charge = 0
Gap between HOMO and LUMO = 0.3812 Ha
E_HOMO = -0.3619 hartree
SMILES = C#Cc1conn1
E_LUMO = 0.5 eV
M = 94.073 g mol⁻¹

=====

<C>
The molecule C4H2N2O, computed with ωB97M-V/def2-TZVPD.

XYZ file:
```
9
Properties=species:S:1:pos:R:3:mulliken_charge:R:1
O 1.202 1.759 -0.364 -0.5310
C -0.147 0.386 0.897 0.7219
N 0.441 -0.093 -1.438 -0.3675
C 0.563 0.730 -0.377 0.4194
C -0.910 -0.818 1.444 0.2462
H -0.124 -0.927 -1.456 0.2205
H 0.906 0.206 -2.284 0.2346
N -1.385 -1.887 1.483 -0.3601
C -0.545 0.643 2.096 -0.5841
```

Charge = 0
Gap between HOMO and LUMO = 0.3639 Ha
E_HOMO = -0.4100 hartree
E_LUMO = -1.3 eV
M = 94.073 g mol⁻¹

=====

Which of them is the most stable? Correct choice: <C>.